Molecular formula: C7H7F
Method: DFT, ωB97M-V/def2-TZVPD

For the LUMO energy, the calculation gives -0.469 eV. As for the SMILES: C=C1C=C(F)C=C1C. The HOMO energy is -8.340 eV. The calculation puts the HOMO-LUMO gap at 7.871 eV. The relative energy (zero: lowest compared OMol25 entry of this formula, charge and spin) comes out at 50.8 kcal/mol.

```
15
Properties=species:S:1:pos:R:3:lowdin_charge:R:1
C 2.078 -1.380 0.086 -0.056
C 0.744 -0.638 -0.141 -0.233
C -0.599 -1.060 -0.146 0.024
C -1.459 0.034 0.020 -0.295
C -0.814 1.230 0.057 0.070
C 0.698 0.792 -0.124 -0.221
C 1.908 1.528 0.024 0.137
H 2.044 -2.433 0.325 0.065
H 2.415 -0.940 1.073 0.098
H 2.808 -1.239 -0.723 0.080
H -0.944 -2.056 -0.021 0.108
H -1.186 2.175 0.069 0.064
H 2.019 2.603 -0.013 0.057
H 2.786 0.825 0.065 0.060
F -2.808 -0.220 0.063 0.044
```


Molecular formula: C17H19N5O2S2
Method: DFT, ωB97M-V/def2-TZVPD

For the LUMO energy, the calculation gives 0.408 eV. As for the SMILES: CCOC(=O)CSc1nnc(CNc2nc(-c3ccccc3)cs2)n1C. The HOMO energy is -7.874 eV. The calculation puts the HOMO-LUMO gap at 8.282 eV. The relative energy (zero: lowest compared OMol25 entry of this formula, charge and spin) comes out at 7.4 kcal/mol.

```
45
Properties=species:S:1:pos:R:3:lowdin_charge:R:1
C -1.792 -2.585 3.682 -0.060
C -1.761 -1.266 4.437 -0.197
H -2.311 -1.333 5.380 0.124
H -0.733 -0.947 4.635 0.118
O -2.413 -0.257 3.656 0.001
C -1.720 0.794 3.269 -0.587
O -0.590 1.061 3.602 0.095
C -2.515 1.645 2.305 -0.316
H -3.579 1.603 2.525 0.083
H -2.150 2.671 2.301 0.083
S -2.324 0.927 0.613 0.979
C -0.769 0.156 0.822 -0.676
N -0.569 -1.125 0.961 0.027
N 0.744 -1.311 1.127 0.085
C 1.331 -0.143 1.085 -0.336
N 0.411 0.838 0.893 -0.051
C 0.607 2.254 0.823 -0.015
H -0.218 2.695 0.262 0.083
H 0.631 2.673 1.832 0.096
H 1.545 2.465 0.315 0.086
C 2.784 0.065 1.305 -0.094
N 3.434 0.769 0.207 -0.009
C 3.061 0.563 -1.083 -0.632
N 1.899 0.200 -1.479 0.113
C 1.785 0.191 -2.843 -0.326
C 2.917 0.566 -3.502 -0.362
S 4.192 0.941 -2.396 1.023
H 3.099 0.633 -4.554 0.062
C 0.510 -0.190 -3.438 -0.168
C -0.418 -0.891 -2.670 -0.024
C -1.643 -1.244 -3.203 -0.074
C -1.956 -0.907 -4.510 -0.092
C -1.037 -0.215 -5.282 -0.088
C 0.188 0.145 -4.752 -0.035
H 0.891 0.700 -5.356 0.105
H -1.278 0.050 -6.301 0.101
H -2.914 -1.182 -4.927 0.099
H -2.353 -1.782 -2.594 0.105
H -0.164 -1.163 -1.659 0.088
H 4.424 0.913 0.342 0.124
H 2.929 0.667 2.209 0.132
H 3.221 -0.929 1.464 0.130
H -1.285 -2.479 2.725 0.046
H -1.293 -3.349 4.271 0.077
H -2.819 -2.887 3.501 0.078
```


Molecular formula: C5H9NSi
Method: DFT, ωB97M-V/def2-TZVPD

For the LUMO energy (spin up / spin down), the calculation gives 0.621 / 0.620 eV. The HOMO energy (spin up / spin down) is -8.471 / -8.470 eV. The calculation puts the HOMO-LUMO gap (spin up / spin down) at 9.092 / 9.091 eV. The relative energy (zero: lowest compared OMol25 entry of this formula, charge and spin) comes out at 83.2 kcal/mol.

```
16
Properties=species:S:1:pos:R:3:lowdin_charge:R:1
C -0.778 -1.642 -0.801 -0.247
C -0.855 -0.555 -1.703 -0.165
C -0.695 -1.489 0.503 0.101
C -1.075 0.641 -1.127 -0.199
C -0.979 0.822 0.370 -0.194
N 1.860 0.240 0.323 -0.094
Si 0.631 0.992 1.372 0.525
H -0.628 -2.614 -1.311 0.108
H -0.601 -0.757 -2.814 0.134
H -0.278 -1.699 1.510 0.059
H -1.099 1.512 -1.862 0.115
H -1.955 1.030 0.809 0.047
H 2.050 0.756 -0.478 -0.009
H 2.683 0.240 0.844 -0.019
H 0.984 2.259 1.839 -0.089
H 0.734 0.264 2.526 -0.074
```


Molecular formula: C36H42N3OP2RuSSi2
Method: DFT, ωB97M-V/def2-TZVPD

For the LUMO energy (spin up / spin down), the calculation gives 2.702 / 2.702 eV. The HOMO energy (spin up / spin down) is -3.920 / -4.007 eV. The calculation puts the HOMO-LUMO gap (spin up / spin down) at 6.623 / 6.709 eV. Its net charge is -1.

```
88
Properties=species:S:1:pos:R:3:lowdin_charge:R:1
Ru -1.072 -0.169 -0.234 0.768
C -2.601 -2.122 2.874 -0.184
Si -1.387 -0.670 3.171 0.357
C -2.387 0.967 3.143 -0.183
C -0.617 -0.854 4.918 -0.184
N -0.284 -0.848 1.873 -0.346
P 1.156 -0.300 1.392 0.610
C 1.204 0.602 -0.076 -0.407
P 1.219 -0.137 -1.630 0.583
N -0.172 0.160 -2.382 -0.341
Si -0.898 -0.541 -3.763 0.366
C -2.493 0.470 -4.089 -0.178
C 0.206 -0.440 -5.324 -0.174
C -1.382 -2.380 -3.543 -0.173
C 2.496 0.817 -2.534 -0.276
C 2.008 2.054 -2.957 -0.102
C 2.828 2.976 -3.574 -0.091
C 4.168 2.680 -3.773 -0.109
C 4.677 1.480 -3.306 -0.105
C 3.856 0.558 -2.678 -0.095
C 1.618 -1.908 -1.831 -0.280
C 0.954 -2.792 -0.988 -0.123
C 1.179 -4.151 -1.088 -0.079
C 2.050 -4.632 -2.054 -0.094
C 2.654 -3.760 -2.947 -0.092
C 2.442 -2.398 -2.836 -0.097
C 1.807 0.890 2.598 -0.286
C 1.740 2.243 2.282 -0.086
C 2.240 3.184 3.160 -0.090
C 2.794 2.776 4.365 -0.106
C 2.832 1.431 4.698 -0.099
C 2.343 0.486 3.816 -0.102
C 2.268 -1.727 1.693 -0.301
C 1.740 -2.938 2.122 -0.104
C 2.582 -3.986 2.440 -0.091
C 3.954 -3.827 2.334 -0.101
C 4.484 -2.628 1.879 -0.091
C 3.642 -1.580 1.550 -0.083
H -2.164 -3.082 3.136 0.010
H -2.854 -2.145 1.815 -0.008
H -3.515 -1.998 3.448 0.010
H -3.405 0.805 3.489 0.014
H -2.439 1.343 2.119 -0.053
H -1.937 1.741 3.760 0.013
H -1.388 -1.017 5.664 0.014
H -0.064 0.034 5.206 0.004
H 0.066 -1.696 4.964 0.010
H -2.442 1.451 -3.630 0.002
H -3.365 -0.040 -3.689 0.007
H -2.658 0.607 -5.153 0.008
H 0.858 0.426 -5.302 0.009
H -0.414 -0.362 -6.210 0.009
H 0.830 -1.322 -5.436 0.009
H -1.868 -2.526 -2.579 0.005
H -0.513 -3.032 -3.573 0.006
H -2.069 -2.698 -4.323 0.017
H 0.955 2.254 -2.804 0.097
H 2.433 3.931 -3.895 0.097
H 4.815 3.392 -4.267 0.092
H 5.732 1.269 -3.426 0.094
H 4.279 -0.366 -2.307 0.097
H 0.239 -2.388 -0.261 0.068
H 0.681 -4.838 -0.416 0.106
H 2.232 -5.695 -2.136 0.095
H 3.292 -4.143 -3.733 0.097
H 2.897 -1.714 -3.538 0.093
H 1.317 2.530 1.325 0.083
H 2.211 4.237 2.907 0.097
H 3.206 3.513 5.041 0.091
H 3.254 1.123 5.643 0.095
H 2.384 -0.568 4.060 0.105
H 0.666 -3.033 2.220 0.093
H 2.174 -4.927 2.784 0.098
H 4.614 -4.639 2.615 0.094
H 5.559 -2.519 1.799 0.097
H 4.041 -0.636 1.196 0.114
O -3.114 -1.382 -0.501 -0.241
N -4.159 -0.694 -0.869 -0.221
C -5.286 -1.378 -1.163 -0.038
C -6.438 -0.764 -1.581 -0.086
C -6.457 0.627 -1.711 -0.092
C -5.310 1.324 -1.412 -0.120
C -4.151 0.678 -0.968 -0.673
S -2.782 1.608 -0.560 0.634
H -5.212 -2.448 -1.037 0.130
H -7.305 -1.363 -1.817 0.095
H -7.347 1.138 -2.048 0.097
H -5.253 2.396 -1.509 0.095
```


Molecular formula: IPb
Method: DFT, ωB97M-V/def2-TZVPD

For the LUMO energy, the calculation gives -6.213 eV. The HOMO energy is -15.607 eV. The calculation puts the HOMO-LUMO gap at 9.394 eV. The relative energy (zero: lowest compared OMol25 entry of this formula, charge and spin) comes out at 31.3 kcal/mol. Its net charge is +1.

```
2
Properties=species:S:1:pos:R:3:lowdin_charge:R:1
Pb 0.175 0.910 0.658 0.547
I -0.175 -0.910 -0.658 0.453
```


Molecular formula: C4H13N2
Method: DFT, ωB97M-V/def2-TZVPD

For the LUMO energy, the calculation gives -3.604 eV. As for the SMILES: NCCCC[NH3+]. The HOMO energy is -12.949 eV. The calculation puts the HOMO-LUMO gap at 9.345 eV. The relative energy (zero: lowest compared OMol25 entry of this formula, charge and spin) comes out at 39.7 kcal/mol. Its net charge is +1.

```
19
Properties=species:S:1:pos:R:3:lowdin_charge:R:1
C 1.396 0.940 -0.640 -0.142
C 0.259 1.260 0.297 -0.203
C -0.009 0.149 1.305 -0.207
C -0.819 -1.173 1.013 -0.227
N -2.090 -0.872 0.274 -0.016
N 0.871 -0.063 -1.708 0.186
H 1.795 1.708 -1.251 0.108
H 2.341 0.426 -0.230 0.161
H -0.591 1.468 -0.432 0.137
H 0.580 2.220 0.802 0.146
H 0.891 -0.205 1.819 0.112
H -0.444 0.760 2.128 0.121
H -1.016 -1.590 1.992 0.109
H -0.191 -1.790 0.340 0.098
H -2.982 -0.902 0.795 0.088
H -2.293 -1.436 -0.544 0.057
H 0.428 0.410 -2.499 0.168
H 0.238 -0.752 -1.268 0.130
H 1.635 -0.557 -2.194 0.173
```


Copy entry 1 word for word.
Molecular formula: C7H7F
Method: DFT, ωB97M-V/def2-TZVPD

For the LUMO energy, the calculation gives -0.469 eV. As for the SMILES: C=C1C=C(F)C=C1C. The HOMO energy is -8.340 eV. The calculation puts the HOMO-LUMO gap at 7.871 eV. The relative energy (zero: lowest compared OMol25 entry of this formula, charge and spin) comes out at 50.8 kcal/mol.

```
15
Properties=species:S:1:pos:R:3:lowdin_charge:R:1
C 2.078 -1.380 0.086 -0.056
C 0.744 -0.638 -0.141 -0.233
C -0.599 -1.060 -0.146 0.024
C -1.459 0.034 0.020 -0.295
C -0.814 1.230 0.057 0.070
C 0.698 0.792 -0.124 -0.221
C 1.908 1.528 0.024 0.137
H 2.044 -2.433 0.325 0.065
H 2.415 -0.940 1.073 0.098
H 2.808 -1.239 -0.723 0.080
H -0.944 -2.056 -0.021 0.108
H -1.186 2.175 0.069 0.064
H 2.019 2.603 -0.013 0.057
H 2.786 0.825 0.065 0.060
F -2.808 -0.220 0.063 0.044
```


What did the first record say?
Molecular formula: C7H7F
Method: DFT, ωB97M-V/def2-TZVPD

For the LUMO energy, the calculation gives -0.469 eV. As for the SMILES: C=C1C=C(F)C=C1C. The HOMO energy is -8.340 eV. The calculation puts the HOMO-LUMO gap at 7.871 eV. The relative energy (zero: lowest compared OMol25 entry of this formula, charge and spin) comes out at 50.8 kcal/mol.

```
15
Properties=species:S:1:pos:R:3:lowdin_charge:R:1
C 2.078 -1.380 0.086 -0.056
C 0.744 -0.638 -0.141 -0.233
C -0.599 -1.060 -0.146 0.024
C -1.459 0.034 0.020 -0.295
C -0.814 1.230 0.057 0.070
C 0.698 0.792 -0.124 -0.221
C 1.908 1.528 0.024 0.137
H 2.044 -2.433 0.325 0.065
H 2.415 -0.940 1.073 0.098
H 2.808 -1.239 -0.723 0.080
H -0.944 -2.056 -0.021 0.108
H -1.186 2.175 0.069 0.064
H 2.019 2.603 -0.013 0.057
H 2.786 0.825 0.065 0.060
F -2.808 -0.220 0.063 0.044
```